[1]
{
  "formula": "C39H41BrHgN9O5S2",
  "method": "ωB97M-V with the def2-TZVPD basis set",
  "species": ["Hg", "Br", "S", "S", "O", "O", "O", "O", "O", "N", "N", "N", "N", "N", "N", "N", "N", "N", "C", "C", "C", "C", "C", "C", "C", "C", "C", "C", "C", "C", "C", "C", "C", "C", "C", "C", "C", "C", "C", "C", "C", "C", "C", "C", "C", "C", "C", "C", "C", "C", "C", "C", "C", "C", "C", "C", "C", "H", "H", "H", "H", "H", "H", "H", "H", "H", "H", "H", "H", "H", "H", "H", "H", "H", "H", "H", "H", "H", "H", "H", "H", "H", "H", "H", "H", "H", "H", "H", "H", "H", "H", "H", "H", "H", "H", "H", "H", "H"],
  "positions_angstrom": [[-0.790, 0.249, 0.120], [2.024, 7.301, -5.482], [1.028, -0.895, 1.971], [-2.208, -3.097, 1.688], [-1.564, -2.564, 2.870], [-0.210, 2.725, 1.645], [-0.380, -0.880, -1.809], [0.072, 4.150, -0.052], [-3.380, -3.917, 1.933], [-2.612, 0.875, 1.546], [-1.602, 2.051, -1.325], [0.229, -1.168, 4.449], [-2.443, -1.904, 0.679], [4.589, 1.778, -5.126], [3.959, 0.600, -5.056], [0.151, 0.995, 3.640], [1.421, 0.933, -0.781], [-3.399, -0.959, -1.153], [0.659, 4.884, 2.137], [3.685, 1.685, -2.182], [0.701, -4.517, -0.730], [0.662, -0.502, -2.523], [0.944, -1.059, -3.761], [3.488, 2.097, -0.890], [1.609, 0.471, -2.052], [0.464, -0.286, 3.414], [0.135, -2.197, 6.586], [0.210, -2.177, 7.966], [-4.388, -3.321, -2.165], [-0.967, -5.499, 1.254], [2.042, -0.667, -4.536], [-0.055, -6.338, 0.626], [1.769, -6.769, -1.068], [-3.192, -2.096, -0.479], [0.146, 3.844, 1.143], [-1.030, -4.161, 0.887], [2.736, 0.869, -2.833], [0.678, 0.159, 7.905], [0.322, -1.030, 5.836], [4.134, 5.402, -5.060], [-3.707, -3.316, -0.968], [-4.576, -2.136, -2.873], [3.908, 2.959, -5.125], [-2.738, 2.935, -1.060], [2.314, 1.709, -0.227], [0.787, -5.859, -0.374], [-3.786, 2.358, -0.105], [-3.312, 2.152, 1.336], [2.929, 0.338, -4.163], [4.681, 4.138, -4.963], [2.779, 5.547, -5.328], [2.521, 3.156, -5.379], [-0.200, -3.661, -0.113], [-4.060, -0.988, -2.305], [0.481, -0.994, 8.643], [1.977, 4.426, -5.484], [0.598, 0.157, 6.515], [4.757, 6.279, -4.927], [0.157, 1.689, 2.862], [1.741, -7.776, -0.648], [-0.076, -3.124, 6.065], [-4.773, -4.258, -2.551], [2.220, -1.130, -5.501], [-2.319, 0.773, 2.510], [4.213, 2.724, -0.386], [4.583, 1.967, -2.712], [-0.002, -7.385, 0.911], [-2.329, 3.847, -0.623], [-4.178, 2.205, 2.004], [0.120, -2.110, 4.101], [-0.531, 1.182, 4.358], [-3.571, -4.234, -0.416], [-2.626, 2.948, 1.614], [2.109, 2.030, 0.790], [0.274, -1.834, -4.118], [-1.638, -5.873, 2.017], [-3.192, 0.069, 1.323], [2.788, -6.391, -0.976], [0.902, 1.092, 8.409], [-4.164, 1.406, -0.493], [0.797, 1.070, 5.977], [-4.178, -0.029, -2.805], [1.124, 5.719, 1.617], [-0.260, -2.627, -0.436], [-1.690, 1.510, -2.177], [-3.237, 3.223, -1.993], [1.340, -4.123, -1.514], [-4.623, 3.063, -0.085], [-5.101, -2.106, -3.818], [1.368, 4.428, 2.831], [1.548, -6.842, -2.136], [0.545, -0.978, 9.723], [0.919, 4.546, -5.681], [-0.186, 5.254, 2.724], [-0.743, 2.596, -1.345], [5.740, 4.015, -4.765], [1.879, 2.295, -5.508], [0.061, -3.098, 8.516]],
  "total_charge": -2,
  "homo_lumo_gap_ev": [4.11, 4.77],
  "multiplicity": 2,
  "largest_force_ev_per_a": 0.80,
  "e_homo_ev": [-0.410, -1.069],
  "e_above_lowest_kj_mol": 57.3
}


[2]
{
  "formula": "C39H41F14N4O28",
  "method": "ωB97M-V with the def2-TZVPD basis set",
  "species": ["F", "F", "F", "F", "F", "F", "F", "F", "F", "F", "F", "F", "F", "F", "O", "O", "O", "O", "O", "O", "O", "O", "O", "O", "O", "O", "O", "O", "O", "O", "O", "O", "O", "O", "O", "O", "O", "O", "O", "O", "O", "O", "N", "N", "N", "N", "C", "C", "C", "C", "C", "C", "C", "C", "C", "C", "C", "C", "C", "C", "C", "C", "C", "C", "C", "C", "C", "C", "C", "C", "C", "C", "C", "C", "C", "C", "C", "C", "C", "C", "C", "C", "C", "C", "C", "H", "H", "H", "H", "H", "H", "H", "H", "H", "H", "H", "H", "H", "H", "H", "H", "H", "H", "H", "H", "H", "H", "H", "H", "H", "H", "H", "H", "H", "H", "H", "H", "H", "H", "H", "H", "H", "H", "H", "H", "H"],
  "positions_angstrom": [[2.360, 1.868, -0.036], [3.590, 3.054, 1.322], [-8.178, 0.576, 3.765], [-2.681, 0.181, 9.145], [-8.190, -5.048, -8.834], [2.976, 3.852, -0.605], [-5.438, -4.405, 2.693], [1.472, 5.051, 1.076], [1.978, 8.619, 1.450], [7.887, 5.156, -5.929], [-1.786, -0.440, -4.815], [6.987, 1.366, -1.757], [4.485, -0.323, -1.192], [0.263, 3.470, 0.228], [-2.618, 1.332, -1.763], [-4.329, -3.576, -7.222], [-6.918, -2.632, 3.740], [-5.130, 0.817, 6.813], [-6.415, -3.378, -6.406], [-1.258, -5.279, 1.559], [-2.952, 0.338, 6.907], [-3.327, -4.480, 1.945], [5.797, 1.825, -6.013], [5.617, -3.584, -1.155], [-3.400, -3.285, -3.725], [-2.097, -3.837, -1.975], [-2.975, -6.685, 1.936], [12.056, 4.087, -7.035], [3.997, 9.134, 2.319], [-4.007, 0.397, 4.915], [10.255, 2.775, -6.706], [4.823, 7.072, 2.622], [-7.353, -3.254, 5.858], [-7.778, -1.144, 5.178], [-6.057, -4.599, -8.240], [6.801, 1.609, -3.997], [4.654, 2.252, -4.133], [5.953, 8.852, 3.415], [-1.541, -2.116, -3.317], [10.029, 5.004, -6.634], [4.896, -4.227, 0.880], [4.655, -2.085, 0.204], [-0.208, 0.605, 0.805], [-0.425, 0.460, -1.520], [0.170, -1.952, 3.446], [-0.301, -0.158, -0.255], [0.107, 0.891, 3.143], [-0.234, -1.470, -0.178], [-4.606, -5.088, 1.875], [5.304, -1.350, -0.811], [-4.795, 0.710, 8.205], [3.292, 8.285, 1.435], [-7.288, -0.399, 4.076], [5.749, 1.889, -4.833], [-5.490, -3.826, -7.285], [5.043, -3.394, 0.059], [-0.100, -2.205, 0.978], [-1.945, -1.776, -4.640], [1.007, 3.272, 2.505], [5.023, 8.400, 2.848], [3.528, 6.921, 2.037], [-2.408, -5.474, 1.790], [-4.030, 0.507, 6.099], [8.725, 4.471, -6.754], [-1.006, -2.775, 3.812], [-0.042, -0.027, 1.945], [0.006, -1.435, 2.145], [-7.204, -1.447, 2.992], [1.340, 1.818, 2.908], [5.473, -2.375, -1.906], [-1.556, 0.973, -1.626], [-2.336, -3.153, -2.918], [-3.397, -2.178, -4.647], [4.948, 2.077, -2.740], [-7.706, -3.771, -6.897], [-3.295, 0.889, 8.174], [-4.331, -6.485, 2.370], [-7.354, -2.430, 5.011], [-7.356, -4.946, -7.779], [6.453, 2.152, -2.732], [-2.251, -1.931, 4.163], [1.295, 3.687, 1.072], [2.581, 3.112, 0.448], [10.903, 3.964, -6.814], [8.912, 3.047, -6.296], [-0.288, -2.006, -1.117], [2.013, 1.304, 2.229], [-2.960, 1.927, 8.218], [6.345, -2.193, -2.529], [-3.748, -2.483, -5.633], [4.588, -2.445, -2.541], [6.861, 3.160, -2.644], [-5.081, -0.275, 8.574], [1.857, 1.870, 3.862], [-0.066, 3.410, 2.631], [0.312, 0.304, 4.024], [-6.332, 0.056, 4.341], [-7.310, -5.906, -7.261], [8.381, 4.577, -7.784], [-1.273, -3.448, 3.016], [8.837, 2.948, -5.213], [-8.152, -1.569, 2.465], [1.474, 3.998, 3.162], [3.682, 8.409, 0.423], [-4.976, -5.040, 0.849], [-4.997, -7.228, 1.941], [-0.078, -3.289, 0.975], [-6.418, -1.244, 2.268], [-8.145, -2.951, -7.466], [-8.372, -4.034, -6.079], [3.526, 6.127, 1.299], [-2.539, -2.162, 5.182], [4.577, 1.104, -2.404], [8.212, 2.360, -6.763], [4.482, 2.855, -2.144], [6.238, -0.940, -0.428], [2.800, 6.688, 2.815], [-0.805, 1.476, 3.242], [-4.375, -6.551, 3.458], [-5.304, 1.472, 8.789], [-3.077, -2.127, 3.485], [-1.321, -2.311, -5.356], [-4.042, -1.386, -4.261], [-0.767, -3.379, 4.682], [-2.012, -0.875, 4.091], [0.958, -2.597, 3.405]],
  "total_charge": 1,
  "homo_lumo_gap_ev": 8.19,
  "largest_force_ev_per_a": 2.60,
  "e_homo_ev": -12.382
}